1.
Below is C21H22ClN3O3 in the gas phase, with properties calculated with wB97M-V/def2-TZVPD.

Each line ends with the Löwdin charge.
Cartesian coordinates (Å):
1 C -4.95 -1.30 1.41  -0.0409
2 N -4.22 -2.21 0.56  -0.1318
3 C -3.64 -1.91 -0.60  -0.4059
4 O -3.01 -2.72 -1.27  0.0567
5 C -3.75 -0.48 -1.16  -0.2571
6 O -3.30 -0.51 -2.49  -0.0126
7 H -2.94 -1.41 -2.61  0.0923
8 H -4.79 -0.12 -1.15  0.1516
9 C -2.85 0.46 -0.33  -0.2467
10 N -1.48 0.04 -0.41  0.1211
11 C -0.80 -0.47 0.65  -0.4099
12 O -1.35 -0.78 1.69  0.0798
13 C 0.65 -0.55 0.42  -0.1483
14 C 1.59 -1.41 0.92  0.0565
15 C 2.85 -1.01 0.41  -0.1572
16 C 4.15 -1.49 0.55  -0.0485
17 C 5.16 -0.82 -0.10  -0.6775
18 C 4.93 0.31 -0.88  -0.1163
19 C 3.65 0.80 -1.04  -0.0119
20 C 2.62 0.13 -0.40  -0.2005
21 N 1.28 0.38 -0.40  0.1437
22 H 0.83 1.21 -0.75  0.1208
23 H 3.46 1.68 -1.65  0.1087
24 H 5.76 0.80 -1.37  0.0993
25 Cl 6.80 -1.37 0.07  0.6532
26 H 4.36 -2.36 1.15  0.1126
27 H 1.39 -2.24 1.57  0.1201
28 H -1.05 0.08 -1.32  0.1540
29 C -2.96 1.92 -0.84  -0.0791
30 C -1.85 2.72 -0.22  -0.2330
31 C -1.90 3.05 1.13  -0.0313
32 C -0.84 3.70 1.74  -0.0679
33 C 0.29 4.03 1.00  -0.0844
34 C 0.34 3.73 -0.35  -0.0978
35 C -0.72 3.07 -0.95  -0.0722
36 H -0.68 2.84 -2.01  0.1174
37 H 1.21 4.00 -0.93  0.1041
38 H 1.12 4.53 1.47  0.1031
39 H -0.88 3.93 2.79  0.1056
40 H -2.77 2.79 1.71  0.1182
41 H -2.87 1.91 -1.93  0.1208
42 H -3.93 2.32 -0.56  0.1286
43 H -3.12 0.41 0.73  0.1301
44 C -3.98 -3.51 1.15  -0.0245
45 H -3.42 -4.11 0.44  0.0885
46 H -4.93 -4.00 1.38  0.0922
47 H -3.40 -3.39 2.07  0.0988
48 H -5.80 -1.83 1.85  0.0946
49 H -4.31 -0.93 2.22  0.0977
50 H -5.33 -0.45 0.85  0.0853

ΔE to the lowest compared entry with this formula, charge and spin	46.6	kJ/mol
SMILES string	CN(C)C(=O)[C@H](O)[C@H](Cc1ccccc1)NC(=O)c1cc2cc(Cl)ccc2[nH]1
spin multiplicity	1
orbital gap	0.3266	hartree
E	-45271.09194	eV

---

2.
Below is 3 unconnected molecules or ions with the total composition C34H73BFN4O8PS at a distorted geometry, with properties calculated with wB97M-V/def2-TZVPD.

Each line ends with the Löwdin charge.
Cartesian coordinates (Å):
1 C 5.55 4.57 3.40  -0.1173
2 C 6.02 3.99 2.09  -0.2726
3 C 5.67 2.51 1.93  -0.2324
4 C 5.39 2.10 0.49  -0.2181
5 C 5.29 0.58 0.38  -0.2054
6 C 4.14 -0.03 -0.47  -0.2077
7 C 2.88 -0.24 0.37  -0.2111
8 C 1.62 -0.60 -0.46  -0.1652
9 C 1.05 0.60 -1.26  -0.1792
10 C -0.31 1.11 -0.74  -0.1537
11 C -0.42 1.27 0.79  -0.1238
12 C -1.25 2.46 1.28  -0.2278
13 C -1.19 2.45 2.85  -0.2695
14 C 0.20 2.75 3.40  -0.0466
15 C -1.77 1.15 3.47  -0.2241
16 C -0.87 0.42 4.48  -0.0891
17 C -0.63 3.81 0.77  -0.3845
18 F -0.79 4.86 1.68  0.0263
19 C 0.85 3.89 0.39  -0.0781
20 C 1.04 4.97 -0.64  -0.2522
21 N 1.21 6.18 -0.33  0.1116
22 N -1.38 4.25 -0.41  0.1538
23 C -2.50 3.40 -0.59  -0.4474
24 O -3.14 3.40 -1.61  0.1281
25 C -2.70 2.52 0.64  -0.1978
26 B -3.46 1.16 0.23  -0.5892
27 C -4.73 1.10 -0.70  0.0029
28 O -2.99 -0.03 0.67  0.1293
29 P -4.03 3.39 1.57  0.2746
30 O -5.10 3.85 0.46  -0.1715
31 O -3.47 4.76 2.20  -0.1702
32 S -4.91 2.30 2.88  0.4340
33 H 5.80 3.87 4.20  0.0724
34 H 6.02 5.52 3.63  0.0658
35 H 4.48 4.72 3.43  0.0664
36 H 5.64 4.54 1.23  0.0997
37 H 7.10 4.11 2.06  0.1030
38 H 6.51 1.94 2.31  0.1149
39 H 4.78 2.33 2.53  0.1080
40 H 6.26 2.41 -0.07  0.1104
41 H 4.55 2.63 0.06  0.1074
42 H 5.11 0.22 1.40  0.0980
43 H 6.23 0.15 0.07  0.1052
44 H 4.52 -0.97 -0.84  0.1076
45 H 3.95 0.63 -1.31  0.0984
46 H 3.06 -1.05 1.08  0.1131
47 H 2.74 0.65 0.97  0.0998
48 H 1.98 -1.34 -1.17  0.0952
49 H 0.88 -1.02 0.20  0.1060
50 H 1.76 1.41 -1.38  0.0944
51 H 0.86 0.26 -2.27  0.0922
52 H -0.58 2.01 -1.27  0.1112
53 H -1.02 0.35 -1.05  0.1123
54 H -0.82 0.36 1.20  0.1048
55 H 0.59 1.33 1.17  0.1000
56 H -1.81 3.26 3.20  0.1082
57 H 0.91 1.95 3.23  0.0766
58 H 0.10 2.92 4.46  0.0878
59 H 0.64 3.65 3.00  0.0610
60 H -2.66 1.42 4.02  0.0501
61 H -2.07 0.43 2.73  0.0726
62 H 0.06 0.06 4.05  0.0724
63 H -1.44 -0.40 4.89  0.0562
64 H -0.66 1.06 5.32  0.0704
65 H 1.48 4.17 1.22  0.1138
66 H 1.25 2.99 -0.04  0.0887
67 H 1.04 4.62 -1.68  0.1137
68 H 1.31 6.73 -1.18  0.0479
69 H -1.75 5.16 -0.15  0.1544
70 H -4.49 0.40 -1.50  0.0805
71 H -5.57 0.68 -0.16  0.0786
72 H -4.99 2.04 -1.17  0.0460
73 H -3.24 -0.73 0.07  0.1152
74 H -5.13 4.81 0.37  0.0881
75 H -4.04 5.52 2.04  0.0878
76 C 5.28 -2.62 -6.99  -0.1159
77 O 4.24 -1.79 -7.47  -0.1937
78 C 3.29 -2.46 -8.30  -0.2180
79 C 1.95 -2.59 -7.61  -0.2172
80 N 2.01 -3.52 -6.49  -0.0506
81 C 0.84 -3.52 -5.63  -0.1994
82 C 0.50 -2.25 -4.87  -0.2251
83 O 1.43 -1.91 -3.86  -0.1902
84 C 2.55 -1.18 -4.31  -0.0937
85 H 6.02 -1.97 -6.52  0.0883
86 H 4.93 -3.34 -6.24  0.0782
87 H 5.77 -3.16 -7.81  0.0877
88 H 3.67 -3.44 -8.61  0.1222
89 H 3.16 -1.85 -9.19  0.1216
90 H 1.21 -2.94 -8.33  0.1239
91 H 1.66 -1.58 -7.28  0.1056
92 H 2.83 -3.31 -5.93  0.0681
93 H 0.98 -4.32 -4.89  0.1193
94 H -0.03 -3.81 -6.24  0.1182
95 H -0.45 -2.42 -4.35  0.1210
96 H 0.33 -1.39 -5.53  0.1123
97 H 2.29 -0.54 -5.15  0.0927
98 H 3.39 -1.82 -4.58  0.0770
99 H 2.88 -0.54 -3.49  0.0721
100 C -5.72 -6.97 3.04  -0.1155
101 O -4.60 -6.52 2.31  -0.1929
102 C -4.90 -5.66 1.22  -0.2195
103 C -4.42 -4.25 1.50  -0.2200
104 N -5.21 -3.61 2.55  -0.0453
105 C -4.66 -2.35 3.03  -0.1848
106 C -3.30 -2.36 3.70  -0.2221
107 O -3.26 -3.02 4.95  -0.1717
108 C -3.08 -4.42 4.90  -0.0995
109 H -5.38 -7.74 3.72  0.0881
110 H -6.18 -6.16 3.62  0.0786
111 H -6.48 -7.39 2.37  0.0872
112 H -5.97 -5.67 0.99  0.1219
113 H -4.37 -6.04 0.35  0.1207
114 H -4.51 -3.66 0.58  0.1198
115 H -3.36 -4.31 1.76  0.1066
116 H -5.29 -4.25 3.33  0.0693
117 H -5.38 -1.94 3.75  0.1247
118 H -4.63 -1.64 2.19  0.1062
119 H -3.05 -1.32 3.91  0.0945
120 H -2.51 -2.74 3.05  0.1183
121 H -2.46 -4.72 4.05  0.0890
122 H -4.04 -4.95 4.86  0.0723
123 H -2.58 -4.72 5.82  0.0874

SMILES string	[H]/N=C/C[C@@]1(F)NC(=O)[C@](B(C)O)(P(O)(O)=S)[C@]1(CCCCCCCCCCC)[C@H](C)CC.COCCNCCOC.COCCNCCOC
spin multiplicity	1
orbital gap	0.3141	hartree
E	-82300.89814	eV

---

3.
Below is a molecular structure, C16H10BrCl5Eu at a distorted geometry, with properties calculated with wB97M-V/def2-TZVPD.

Each line ends with the Mulliken spin population.
Cartesian coordinates (Å):
1 C -2.38 -0.68 -1.08  -0.0036
2 C -2.08 -1.11 0.25  -0.0093
3 C -2.12 0.03 1.11  -0.0097
4 H -1.83 -2.14 0.54  0.0012
5 C -2.40 1.17 0.31  -0.0019
6 C -2.55 0.74 -1.04  -0.0080
7 H -2.76 1.38 -1.90  0.0021
8 H -2.47 -1.32 -1.96  0.0015
9 H -2.01 0.02 2.19  0.0003
10 H -2.53 2.20 0.67  0.0001
11 Eu 0.36 -0.14 -1.07  6.1112
12 Br 0.42 -2.81 -1.47  -0.0209
13 C 1.95 0.92 -2.85  -0.0021
14 C 0.71 1.65 -2.94  -0.0094
15 C -0.29 0.75 -3.43  -0.0134
16 H 0.58 2.71 -2.74  0.0014
17 C 0.32 -0.52 -3.64  -0.0177
18 C 1.70 -0.41 -3.28  -0.0203
19 H 2.43 -1.22 -3.30  0.0015
20 H 2.91 1.32 -2.55  0.0019
21 H -1.33 0.99 -3.65  0.0015
22 H -0.18 -1.42 -4.00  0.0016
23 Cl 1.45 -3.18 1.97  -0.0004
24 C 1.34 -1.57 2.52  0.0015
25 C 1.20 -0.53 1.63  -0.0059
26 C 1.13 0.77 2.05  -0.0023
27 Cl 0.95 2.06 0.86  0.0000
28 C 1.15 1.09 3.43  -0.0002
29 Cl 0.99 2.71 3.96  -0.0002
30 C 1.26 0.04 4.37  0.0006
31 Cl 1.23 0.38 6.05  0.0001
32 C 1.37 -1.30 3.92  -0.0010
33 Cl 1.51 -2.57 5.05  -0.0002

net charge	-1
spin multiplicity	7
orbital gap (alpha / beta)	0.2486 / 0.2663	hartree
<S²>	12.024
E	-168740.08462	eV

---

4.
Below is a molecular structure, C28H37BN10SeSr at a distorted geometry, with properties calculated with wB97M-V/def2-TZVPD.

Each line ends with the Mulliken spin population.
Cartesian coordinates (Å):
1 Sr -1.80 0.66 1.34  0.0117
2 C 0.22 3.88 -0.96  0.0002
3 C 0.09 2.50 -1.14  0.0004
4 N -0.25 1.89 -0.02  -0.0008
5 N -0.33 2.89 0.94  -0.0008
6 C -0.07 4.08 0.36  -0.0001
7 B -0.83 2.77 2.45  -0.0217
8 N -2.50 2.71 2.44  0.0041
9 C -3.37 2.77 3.47  0.0002
10 C -4.65 2.75 2.98  -0.0026
11 C -4.49 2.66 1.59  -0.0004
12 N -3.22 2.65 1.24  0.0083
13 N -0.24 1.40 3.18  -0.0057
14 C -0.16 1.24 4.52  0.0002
15 C 0.37 0.00 4.79  0.0005
16 C 0.60 -0.56 3.53  0.0008
17 N 0.25 0.27 2.56  -0.0014
18 N -0.37 3.93 3.25  0.0001
19 C 0.93 4.28 3.47  0.0000
20 C 0.94 5.33 4.34  -0.0001
21 C -0.42 5.55 4.63  0.0000
22 N -1.20 4.72 3.98  0.0000
23 H 0.49 4.62 -1.69  0.0001
24 H 0.22 1.92 -2.05  0.0000
25 H -0.09 4.98 0.95  0.0000
26 H -3.03 2.84 4.49  -0.0001
27 H -5.57 2.81 3.53  0.0000
28 H -5.25 2.62 0.82  0.0013
29 H -0.48 2.04 5.18  -0.0001
30 H 0.57 -0.43 5.75  0.0000
31 H 1.02 -1.52 3.26  -0.0003
32 H 1.74 3.76 2.98  0.0000
33 H 1.80 5.86 4.72  0.0000
34 H -0.86 6.30 5.28  0.0000
35 C -4.01 -0.99 -0.13  0.8447
36 H -3.83 -0.34 -0.98  0.0326
37 H -4.55 -0.57 0.71  0.0257
38 H -3.80 -2.05 -0.17  0.0513
39 C -0.25 -6.16 -3.16  0.0000
40 C -0.60 -4.85 -2.46  0.0004
41 C -1.37 -3.90 -3.37  0.0000
42 C -1.77 -2.60 -2.69  -0.0054
43 N -0.61 -1.82 -2.27  0.0013
44 C -0.11 -1.71 -1.02  0.0093
45 Se -0.90 -2.36 0.54  0.0476
46 N 1.06 -1.04 -1.10  -0.0068
47 C 1.93 -0.70 0.03  0.0004
48 C 2.74 -1.89 0.50  0.0021
49 C 3.74 -2.42 -0.52  0.0009
50 C 4.96 -1.53 -0.70  0.0001
51 C 1.29 -0.67 -2.42  -0.0035
52 C 2.32 0.04 -3.02  0.0019
53 C 2.24 0.22 -4.39  0.0001
54 C 1.17 -0.29 -5.14  0.0013
55 C 0.14 -1.00 -4.54  0.0005
56 C 0.23 -1.18 -3.16  0.0048
57 H 0.30 -6.83 -2.51  0.0000
58 H 0.36 -5.97 -4.05  0.0000
59 H -1.15 -6.68 -3.49  0.0000
60 H 0.32 -4.37 -2.11  0.0007
61 H -1.18 -5.05 -1.56  0.0003
62 H -2.28 -4.39 -3.73  -0.0001
63 H -0.77 -3.69 -4.26  -0.0002
64 H -2.35 -2.79 -1.79  0.0045
65 H -2.36 -1.97 -3.36  -0.0023
66 H 1.29 -0.30 0.81  -0.0031
67 H 2.56 0.12 -0.31  0.0005
68 H 2.05 -2.68 0.80  -0.0036
69 H 3.28 -1.58 1.41  -0.0003
70 H 3.24 -2.58 -1.48  0.0001
71 H 4.08 -3.41 -0.20  0.0001
72 H 4.71 -0.55 -1.12  -0.0001
73 H 5.70 -1.98 -1.36  0.0000
74 H 5.45 -1.34 0.26  0.0000
75 H 3.16 0.43 -2.45  0.0000
76 H 3.03 0.76 -4.90  0.0000
77 H 1.15 -0.12 -6.20  0.0000
78 H -0.68 -1.39 -5.12  0.0001

net charge	+1
spin multiplicity	2
orbital gap (alpha / beta)	0.3070 / 0.2645	hartree
<S²>	0.754
E	-111393.43123	eV